{
  "formula": "CH3FIN",
  "method": "ωB97M-V with the def2-TZVPD basis set",
  "total_energy_ha": -492.19558,
  "spin_multiplicity": 1,
  "smiles": "N[C@H](F)I",
  "relative_energy_kj_mol": 6.77,
  "charge": 0,
  "symbols": ["C", "N", "F", "I", "H", "H", "H"],
  "coordinates": [[0.271, -0.304, 0.258], [-0.276, 0.706, -0.517], [-0.284, -1.597, -0.142], [-0.119, -0.147, 2.398], [1.274, -0.256, 0.031], [-1.268, 0.561, -0.889], [0.403, 1.038, -1.139]]
}